The following is a quantum chemistry calculation of C10H16Br2Cl3IInNO2Si as an isolated structure, from the Open Molecules 2025 dataset.

Summary:
LUMO energy (eV): -6.5
Relative energy (zero: lowest compared OMol25 entry of this formula, charge and spin) (eV): 0.000
Kohn-Sham gap (eV): 9.27
E_HOMO (eV): -15.82
Total charge: +2

Last column: Löwdin charge in e.
Element x y z (Å)
In 0.77 0.41 0.33  0.591
C 0.36 -0.78 3.38  -0.019
O -0.32 -0.53 2.12  -0.317
C -1.20 -1.58 1.70  -0.134
C -0.48 -2.48 0.73  -0.121
O 0.05 -1.64 -0.33  -0.333
C 0.33 -2.39 -1.54  -0.046
H -0.39 -0.91 4.16  0.117
H 0.96 0.10 3.60  0.043
H 0.99 -1.66 3.30  0.111
H -2.06 -1.10 1.23  0.138
H -1.55 -2.15 2.57  0.153
H -1.18 -3.20 0.30  0.152
H 0.34 -3.03 1.19  0.151
H -0.59 -2.85 -1.88  0.113
H 1.09 -3.14 -1.33  0.110
H 0.71 -1.69 -2.27  0.047
Br 1.39 1.23 -2.64  0.693
C 3.17 0.52 -3.02  -0.944
Br 3.61 -0.92 -1.84  0.677
H 3.87 1.33 -2.87  0.005
H 3.15 0.17 -4.04  0.023
I -0.24 3.41 1.40  1.133
C -1.53 2.46 0.08  -0.732
C -2.71 3.06 -0.31  -0.075
C -3.53 2.40 -1.21  0.012
C -3.13 1.17 -1.71  0.001
C -1.94 0.64 -1.28  -0.112
N -1.14 1.26 -0.39  -0.106
H -2.99 4.03 0.09  0.119
H -4.46 2.85 -1.53  0.138
H -3.74 0.63 -2.42  0.132
H -1.58 -0.32 -1.65  0.113
Cl 4.09 -0.66 1.62  0.328
Si 3.07 1.06 1.31  -0.865
Cl 2.78 1.98 3.09  0.340
Cl 4.01 2.33 0.06  0.364

The following is a quantum chemistry calculation of C32H23F3N5SbTc as an isolated structure, from the Open Molecules 2025 dataset.

Summary:
LUMO energy (spin up / spin down) (eV): -11.8 / -15.1
Relative energy (zero: lowest compared OMol25 entry of this formula, charge and spin) (eV): 0.316
Kohn-Sham gap (spin up / spin down) (eV): 6.85 / 3.51
2S+1: 4
E_HOMO (spin up / spin down) (eV): -18.62 / -18.65
Total charge: +4

Last column: Löwdin charge in e.
Element x y z (Å)
Tc 0.58 -2.08 -0.85  1.016
N -3.72 -2.96 -0.93  0.177
C -2.47 -2.83 -1.30  -0.097
N -1.51 -2.39 -0.50  -0.044
C -1.81 -2.13 0.85  -0.278
N -0.86 -1.85 1.71  0.101
N 0.39 -1.98 1.13  -0.213
C 1.44 -2.10 1.85  -0.041
C 2.70 -2.27 1.12  -0.251
C 3.91 -2.50 1.74  0.031
C 5.04 -2.73 0.97  0.022
C 4.92 -2.71 -0.41  0.005
C 3.68 -2.48 -0.98  -0.088
N 2.58 -2.25 -0.24  -0.094
C -3.19 -2.20 1.28  -0.102
C -3.58 -1.92 2.60  0.008
C -4.90 -2.06 2.97  -0.009
C -5.84 -2.49 2.03  0.010
C -5.48 -2.78 0.73  0.031
C -4.15 -2.64 0.37  -0.146
H -4.39 -3.33 -1.59  0.190
H -2.23 -3.10 -2.32  0.154
H 1.37 -2.12 2.93  0.156
H 3.95 -2.53 2.83  0.141
H 5.99 -2.93 1.44  0.142
H 5.78 -2.90 -1.05  0.138
H 3.55 -2.50 -2.05  0.120
H -2.83 -1.62 3.33  0.123
H -5.20 -1.86 3.99  0.133
H -6.88 -2.62 2.33  0.138
H -6.21 -3.14 0.02  0.140
F -4.89 3.45 -0.44  0.187
C -3.77 2.85 -0.53  -0.254
C -2.97 3.09 -1.67  0.040
C -1.77 2.44 -1.75  -0.118
C -1.35 1.58 -0.70  -0.351
C -2.19 1.34 0.42  -0.131
C -3.39 1.97 0.52  0.034
Sb 0.55 0.61 -0.81  1.561
C 1.57 1.44 0.88  -0.254
C 1.03 1.21 2.18  -0.058
C 1.63 1.78 3.27  0.100
C 2.79 2.57 3.06  -0.157
F 3.35 3.12 4.08  0.260
C 3.36 2.78 1.78  0.102
C 2.75 2.20 0.71  -0.052
C 1.49 1.66 -2.43  -0.282
C 1.61 3.08 -2.41  -0.069
C 2.21 3.74 -3.45  0.105
C 2.69 2.95 -4.54  -0.133
F 3.26 3.56 -5.53  0.261
C 2.57 1.53 -4.59  0.105
C 1.97 0.91 -3.54  -0.062
H -3.32 3.77 -2.44  0.145
H -1.14 2.62 -2.62  0.096
H -1.89 0.65 1.21  0.077
H -4.05 1.83 1.37  0.140
H 0.17 0.58 2.33  0.099
H 1.25 1.65 4.28  0.161
H 4.25 3.39 1.69  0.161
H 3.18 2.35 -0.28  0.112
H 1.24 3.66 -1.57  0.133
H 2.33 4.81 -3.48  0.163
H 2.95 1.00 -5.46  0.162
H 1.86 -0.17 -3.56  0.103

The following is a quantum chemistry calculation of a 2-piece molecular cluster, C10H16 overall, from the Open Molecules 2025 dataset.

Summary:
LUMO energy (eV): 1.0
Relative energy (zero: lowest compared OMol25 entry of this formula, charge and spin) (eV): 2.454
Kohn-Sham gap (eV): 9.72
E_HOMO (eV): -8.72

Last column: Löwdin charge in e.
Element x y z (Å)
C 0.69 -1.77 -0.36  -0.058
C 0.67 -0.28 0.10  -0.244
C 0.92 0.70 -0.97  -0.305
C 2.28 0.92 -1.11  -0.047
C 2.65 1.65 -2.26  -0.078
C 1.57 2.07 -3.06  -0.103
C 0.21 1.81 -2.86  -0.075
C -0.12 1.15 -1.70  -0.050
H 1.35 -2.43 0.25  0.079
H 1.14 -1.87 -1.34  0.068
H -0.38 -1.91 -0.28  0.062
H -0.26 -0.04 0.60  0.080
H 1.34 -0.07 0.91  0.094
H 3.04 0.65 -0.33  0.130
H 3.74 1.90 -2.40  0.117
H 1.91 2.89 -3.71  0.100
H -0.40 1.99 -3.67  0.072
H -1.25 1.00 -1.39  0.160
C -2.69 -0.55 2.48  -0.189
C -2.03 -1.47 3.41  -0.176
H -2.58 0.48 2.90  0.089
H -2.31 -0.58 1.54  0.016
H -3.72 -0.64 2.39  0.045
H -2.30 -1.37 4.43  0.043
H -2.48 -2.59 3.14  0.123
H -0.98 -1.64 3.27  0.047